# C4H7NO

The molecule C4H7NO (wB97M-V/def2-TZVPD, the OMol25 dataset).

Structure (XYZ):
```
13
Properties=species:S:1:pos:R:3:mulliken_charge:R:1
C -1.13122 -0.83787 0.01389 -1.107
C -0.71924 0.52628 -0.70007 -0.367
O -0.08352 1.38703 0.21792 -0.362
C 1.13303 0.83314 0.63075 -0.261
C 1.39246 -0.55415 0.19162 0.220
N 1.80718 -1.54508 -0.22857 -0.424
H -1.89753 -0.55114 0.72447 0.344
H -1.49077 -1.53015 -0.74190 0.328
H -0.49047 -1.49689 0.62637 0.395
H -1.61666 1.07165 -1.02900 0.306
H -0.07414 0.43452 -1.59403 0.363
H 1.19488 0.90770 1.71870 0.291
H 1.97600 1.35498 0.16987 0.274
```

Its SMILES is CCOCC#N. Its spin multiplicity is 1. The calculation puts the HOMO-LUMO gap at 11.14 eV. The max |F| is 0.027 hartree/bohr.

# C33H51F2N2PS

The molecule C33H51F2N2PS (wB97M-V/def2-TZVPD, the OMol25 dataset).

Structure (XYZ):
```
90
Properties=species:S:1:pos:R:3:mulliken_charge:R:1
C 13.31622 0.28724 1.96474 -1.049
C 11.78226 0.36656 2.07564 -0.512
C 11.06723 0.85440 0.80237 -0.768
C 10.21286 -0.20729 0.08136 -0.721
C 8.70787 -0.00711 0.26569 -0.706
C 7.85743 -0.91170 -0.63797 -0.713
C 6.48406 -0.32766 -1.02904 -0.559
C 5.27327 -1.18442 -0.61613 -0.841
C 4.18371 -1.27496 -1.69497 -0.957
C 3.22568 -0.07083 -1.68984 -0.713
C 1.88480 -0.31360 -0.97550 -0.532
C 0.66751 0.09476 -1.82143 -0.944
C -0.61534 0.29428 -1.00952 -0.059
C -1.54558 -0.92288 -1.02102 -1.728
C -2.92697 -0.60031 -0.50181 0.550
C -3.77051 0.06190 -1.37318 -0.464
C -5.06606 0.40090 -1.02944 -1.247
C -5.54375 0.02741 0.22779 1.045
C -4.71792 -0.64028 1.14731 -0.272
C -5.28634 -0.96569 2.51391 -0.363
C -4.86117 0.06325 3.57375 -1.469
C -5.04503 -2.42838 2.97307 -0.667
C -6.32764 -3.16169 3.39890 -1.362
C -3.39956 -0.93604 0.77104 0.938
P -2.23323 -1.81941 1.83418 0.056
N -2.16857 -3.38753 1.67330 -0.692
S -7.19264 0.47718 0.70832 -0.343
C -7.95225 0.65703 -0.86990 0.956
C -9.32656 0.51003 -0.94902 -0.672
C -9.99205 0.69786 -2.14064 -0.753
C -9.24386 1.01358 -3.25667 0.097
F -9.86959 1.19520 -4.43499 -0.335
C -7.87786 1.13414 -3.21378 -0.575
C -7.21765 0.97108 -2.00609 -0.134
N -5.80920 1.13426 -1.99811 0.388
C -5.35090 2.52412 -2.15194 -1.186
C -5.58185 3.42136 -0.93135 1.135
C -4.31250 3.82305 -0.19964 -1.316
F -6.23227 4.58979 -1.36998 -0.426
H 13.66340 0.80434 1.07126 0.303
H 13.65835 -0.74436 1.88292 0.268
H 13.80847 0.73462 2.82604 0.291
H 11.38231 -0.60696 2.35949 0.384
H 11.53451 1.04149 2.89599 0.320
H 10.41416 1.69389 1.04979 0.386
H 11.79957 1.25031 0.09762 0.415
H 10.42690 -0.18930 -0.99006 0.416
H 10.47776 -1.20318 0.44307 0.291
H 8.46730 -0.23343 1.30867 0.138
H 8.46283 1.04171 0.08918 0.449
H 7.71321 -1.86953 -0.13531 0.400
H 8.44064 -1.12094 -1.53708 0.368
H 6.39630 0.65084 -0.55379 0.321
H 6.46281 -0.15010 -2.10466 0.352
H 4.81757 -0.72308 0.26563 0.260
H 5.59065 -2.17940 -0.30376 0.504
H 4.68177 -1.31667 -2.66581 0.459
H 3.61854 -2.19915 -1.56961 0.403
H 3.00950 0.19277 -2.72803 0.472
H 3.73738 0.79162 -1.26051 0.328
H 1.84684 0.24682 -0.03968 0.353
H 1.79461 -1.37428 -0.73272 0.206
H 0.90981 0.99292 -2.39049 0.516
H 0.49656 -0.70422 -2.54865 0.330
H -1.17707 1.13986 -1.41498 0.267
H -0.37730 0.57078 0.02145 0.337
H -1.09790 -1.75956 -0.48612 0.401
H -1.66331 -1.24661 -2.05669 0.529
H -3.41539 0.32181 -2.36346 0.660
H -6.36547 -0.85288 2.45390 0.354
H -5.04515 1.08006 3.22604 0.274
H -3.82412 -0.04419 3.88069 0.313
H -5.47939 -0.08057 4.46299 0.460
H -4.57378 -2.98650 2.16435 0.356
H -4.32761 -2.43230 3.79490 0.357
H -7.22398 -2.66059 3.04064 0.320
H -6.38499 -3.26051 4.48290 0.315
H -6.32083 -4.18048 3.01308 0.362
H -2.56493 -1.39245 3.12343 -0.040
H -1.02400 -1.15080 1.59778 0.082
H -1.23736 -3.68105 1.40181 0.240
H -9.89210 0.25724 -0.06210 0.434
H -11.06461 0.60670 -2.21984 0.462
H -7.33229 1.36835 -4.11698 0.595
H -5.87159 2.95934 -3.00337 0.503
H -4.29489 2.49012 -2.42119 0.470
H -6.26377 2.91696 -0.24527 -0.019
H -4.50488 4.02091 0.85157 0.331
H -3.57955 3.01812 -0.26879 0.216
H -3.90150 4.71196 -0.67564 0.402
```

Its SMILES is CCCCCCCCCCCCCCc1cc2c(c([C@H](C)CC)c1[PH2]=N)Sc1ccc(F)cc1N2C[C@@H](C)F. Its spin multiplicity is 1. The calculation puts the HOMO-LUMO gap at 8.46 eV. The max |F| is 0.018 hartree/bohr.

# C3H4NaO3

A structure of composition C3H4NaO3 (wB97M-V/def2-TZVPD, the OMol25 dataset).

Structure (XYZ):
```
11
Properties=species:S:1:pos:R:3:mulliken_charge:R:1
C 0.43634 0.50111 -0.38728 -0.750
O -1.29551 -0.27595 0.96506 -0.302
C -1.99444 0.20478 -0.12227 0.681
C 0.10365 -0.36744 0.71060 -0.102
O -1.23347 0.52199 -1.11510 -0.527
O -3.14095 0.58494 0.06322 -0.641
H 0.35247 1.55044 -0.04741 0.284
H 0.80725 -0.31629 1.54646 0.221
H 0.21286 -1.10971 -0.35980 0.194
Na 2.76957 0.27000 -1.26040 0.199
H 2.98222 -1.56388 0.00691 -0.258
```

Its spin multiplicity is 1. The calculation puts the HOMO-LUMO gap at 5.14 eV. As for the charge: -1. The max |F| is 0.115 hartree/bohr.

# C28H49BN8O2Pt

A structure of composition C28H49BN8O2Pt (wB97M-V/def2-TZVPD, the OMol25 dataset).

Structure (XYZ):
```
89
Properties=species:S:1:pos:R:3:mulliken_charge:R:1
Pt 0.22223 -0.27318 0.21610 2.036
C 4.69828 -0.47612 -0.03005 -1.192
C 3.76152 -1.24280 0.91372 0.463
C 2.86009 -2.17470 0.11700 -1.270
C 3.04687 -0.25593 1.79907 -0.321
C 3.66145 0.55117 2.76850 -1.201
C 2.68594 1.41190 3.23050 0.244
C 2.95096 2.59164 4.13242 0.166
C 2.82465 3.91345 3.36655 -1.448
C 2.18210 2.63218 5.45088 -1.503
N 1.53234 1.09071 2.59420 0.952
N 1.77324 0.08481 1.71120 -0.588
B 0.17874 1.83905 2.53333 0.678
N 0.10500 2.54311 1.15681 1.317
N 0.35984 1.82223 0.03677 -0.570
C 0.19481 2.61618 -1.01981 -0.771
C -0.16850 3.88814 -0.57094 -0.079
C -0.23018 3.79742 0.81339 -0.450
C -0.68933 4.83204 1.79732 1.638
C -0.14729 6.21509 1.44857 -1.803
C -2.22128 4.83023 1.85622 -1.544
C 0.39790 2.08403 -2.40972 0.978
C -0.05608 3.08512 -3.46215 -1.891
C 1.85951 1.67530 -2.61711 -1.032
N -1.07552 0.90398 2.64080 1.348
N -1.46490 0.25201 1.50766 -0.473
C -2.71910 -0.15284 1.65294 -0.901
C -3.15783 0.21976 2.93082 -0.463
C -2.10125 0.88405 3.52410 -0.330
C -2.06828 1.38075 4.94382 0.020
C -2.06000 2.90374 5.09979 -1.315
C -0.94346 0.69436 5.72153 -1.042
C -3.47355 -0.84158 0.54913 1.534
C -3.37830 -0.03695 -0.75085 -1.256
C -4.92769 -1.07175 0.94195 -1.863
H 5.29305 -1.17296 -0.62369 0.438
H 5.37684 0.17627 0.52031 0.386
H 4.11935 0.14651 -0.71602 0.098
H 4.38559 -1.84761 1.57814 0.405
H 2.16521 -1.62559 -0.52756 0.127
H 2.24633 -2.80377 0.76064 0.191
H 3.46762 -2.81204 -0.52674 0.464
H 4.69575 0.53287 3.07330 0.536
H 4.00661 2.47909 4.39182 0.530
H 1.78832 4.11556 3.08883 0.230
H 3.42004 3.89344 2.45246 0.373
H 3.17417 4.74105 3.98800 0.506
H 1.13374 2.88527 5.30399 0.150
H 2.61756 3.39583 6.09905 0.512
H 2.23377 1.67596 5.97342 0.354
H 0.15366 2.63608 3.40946 -0.916
H -0.36831 4.75926 -1.17237 0.511
H -0.31692 4.54985 2.78392 -0.407
H -0.50582 6.53946 0.46933 0.321
H 0.94404 6.21787 1.42590 0.338
H -0.47998 6.95012 2.18314 0.439
H -2.64126 5.12390 0.89163 0.344
H -2.57836 5.53126 2.61407 0.421
H -2.60164 3.83503 2.09773 0.234
H -0.21710 1.18139 -2.49611 0.051
H 0.54450 3.99760 -3.41608 0.315
H -1.10384 3.35821 -3.32641 0.420
H 0.06040 2.66152 -4.46021 0.460
H 2.52005 2.53958 -2.51331 0.353
H 2.00419 1.24951 -3.61190 0.429
H 2.15666 0.92926 -1.88099 -0.053
H -4.11893 0.02660 3.37780 0.572
H -3.01440 1.03781 5.36955 0.420
H -1.10947 3.34646 4.80558 0.003
H -2.23699 3.16332 6.14566 0.490
H -2.84769 3.36132 4.49964 0.358
H 0.01971 0.85706 5.24226 0.019
H -1.11321 -0.38304 5.76823 0.343
H -0.88607 1.07763 6.74303 0.352
H -3.02599 -1.82081 0.37605 -0.339
H -3.80518 0.96140 -0.61951 0.341
H -3.92290 -0.54417 -1.54845 0.421
H -2.34236 0.07338 -1.06997 0.126
H -5.44638 -0.12530 1.11884 0.352
H -5.00601 -1.68103 1.84444 0.407
H -5.44700 -1.59650 0.13976 0.453
N -0.06268 -2.46459 2.36568 -0.363
N -1.02377 -3.12314 1.59705 -0.154
C -1.02790 -3.08518 0.19849 0.409
O -1.71400 -3.91085 -0.38306 -0.730
O -0.33158 -2.15559 -0.38520 -0.738
H 0.56606 -3.11857 2.81316 0.327
H -0.51446 -1.88630 3.06319 0.079
H -1.44634 -3.96184 1.96137 0.223
```

Its spin multiplicity is 3. The calculation puts the HOMO-LUMO gap (spin up / spin down) at 8.33 / 8.15 eV. As for the expectation value of S²: 2.005. The max |F| is 0.010 hartree/bohr.

# C4H9OPS

The molecule C4H9OPS (wB97M-V/def2-TZVPD, the OMol25 dataset).

Structure (XYZ):
```
16
Properties=species:S:1:pos:R:3:mulliken_charge:R:1
C 1.13462 0.44373 -0.83218 -0.567
C 0.97838 -1.06239 -0.64801 -0.579
C -0.26385 1.05954 -0.74982 -0.733
C 0.15635 -1.27177 0.61954 -0.690
O -2.28816 1.35402 3.13025 -0.559
P -1.10831 0.14118 0.58662 0.195
S -1.60894 1.75517 1.86968 0.103
H 1.75088 0.84547 -0.02591 0.294
H 1.62204 0.67751 -1.78054 0.324
H 0.45463 -1.47826 -1.51172 0.301
H 1.94580 -1.55977 -0.56392 0.311
H -0.24090 2.12087 -0.49931 0.402
H -0.81916 0.92773 -1.68064 0.365
H -0.34526 -2.23743 0.65310 0.402
H 0.77347 -1.15939 1.51456 0.342
H -2.14159 -0.55620 -0.08170 0.089
```

Its spin multiplicity is 1. The calculation puts the HOMO-LUMO gap at 7.61 eV. The max |F| is 0.018 hartree/bohr.